(1)
DFT (ωB97M-V/def2-TZVPD) results for a molecular structure, C20H21FN2O5S at a distorted geometry.

* 2S+1: 1
* F_max: 19.0 eV Å⁻¹
* highest occupied orbital energy: -8.744 eV
* total energy: -1757.8234 Ha
* total charge: 0
* gap between HOMO and LUMO: 8.35 eV
* energy relative to the best compared isomer or geometry (same formula, charge and spin): 19.476 eV

Atoms and positions in Å:
S: 1.056 1.197 5.567
F: -2.796 0.966 1.311
O: 0.790 2.062 -2.078
O: 1.582 -0.039 -1.778
O: 2.391 1.223 5.760
O: 3.046 1.477 1.154
O: 0.272 0.862 6.784
N: 0.493 2.736 5.019
N: 1.467 -0.374 0.818
C: 0.823 0.682 -2.242
C: 2.896 0.512 -1.162
C: -0.095 -0.976 4.552
C: -1.294 -0.285 -1.557
C: 2.553 0.424 0.414
C: -1.629 0.649 -0.642
C: 1.370 0.408 3.197
C: -1.296 1.223 -3.784
C: -1.150 0.950 -5.164
C: -2.442 0.027 0.416
C: -1.480 -2.061 -1.317
C: -2.402 -1.140 0.647
C: -0.017 -0.262 -5.150
C: -2.147 -2.179 -0.294
C: 0.928 0.013 4.328
C: -0.362 -1.949 3.611
C: 0.230 -1.761 2.344
C: 1.097 -0.337 2.168
C: -0.579 0.059 -2.834
C: 0.030 -0.991 -3.848
H: -2.489 1.164 -3.299
H: -2.358 -3.200 -0.058
H: -0.895 1.606 -5.736
H: 2.951 1.284 -1.570
H: 0.311 -1.002 -6.053
H: 1.228 3.208 4.981
H: -1.449 1.654 -0.922
H: -2.019 0.233 -5.454
H: 1.274 -0.929 0.019
H: 3.633 -0.187 -1.220
H: 0.836 -1.657 -3.434
H: -0.322 3.062 5.704
H: -1.063 -2.831 3.820
H: 2.063 1.243 2.879
H: 1.231 0.452 -5.036
H: -0.942 -2.504 -2.028
H: -0.818 -1.717 -4.195
H: -0.932 2.120 -3.366
H: -3.030 -1.588 1.609
H: -0.752 -1.165 5.665
H: 0.211 -2.361 1.453

Force components x, y, z for each atom (eV/Å):
-7.6 0.2 4.0
-0.9 0.0 0.7
1.2 -6.7 -0.8
9.9 -8.1 4.2
7.9 1.4 0.7
-2.1 -6.4 -3.8
0.4 0.6 -2.8
-9.7 -6.8 2.4
5.3 4.3 -0.6
-11.1 14.9 -3.8
-5.4 -12.0 8.8
-0.4 -0.1 3.7
1.1 -4.0 -1.2
0.2 7.7 2.4
-1.6 -3.5 -1.4
4.7 4.1 -5.6
-3.5 -1.7 6.7
-2.4 -13.5 3.9
3.0 13.9 -2.0
2.8 10.1 -4.5
-4.7 -13.9 5.4
7.2 2.7 -1.8
-2.5 -2.9 5.8
-7.0 -2.1 6.5
-0.1 -1.2 -2.7
1.8 4.7 2.1
-4.8 -10.0 -3.8
3.1 1.4 -1.1
-5.1 -1.9 0.2
3.1 0.3 -1.8
-0.6 -0.6 1.0
2.5 7.5 -6.8
1.6 12.7 -5.4
-1.5 2.1 1.8
7.8 6.0 -0.3
-0.1 1.1 0.6
0.8 2.0 -0.3
-1.6 -1.3 0.4
2.0 -2.0 -1.4
-0.4 1.2 -1.0
2.7 -0.8 -2.0
1.2 1.4 -0.3
-0.8 -0.5 1.4
-3.3 -1.5 -0.7
1.2 -2.6 -2.5
0.9 0.3 1.6
0.6 1.1 0.0
1.9 1.6 -2.3
2.6 1.3 -3.4
-0.3 -0.4 0.0

=====

(2)
DFT (ωB97M-V/def2-TZVPD) results for a molecular structure, C20H21N3O3 at a distorted geometry.

* 2S+1: 1
* F_max: 10.1 eV Å⁻¹
* highest occupied orbital energy: -8.300 eV
* total energy: -1164.4213 Ha
* total charge: 0
* gap between HOMO and LUMO: 8.58 eV
* energy relative to the best compared isomer or geometry (same formula, charge and spin): 11.151 eV

Atoms and positions in Å:
O: -2.949 1.734 -1.268
O: -1.036 3.005 -0.933
O: 1.197 -1.616 -0.845
N: 0.526 0.722 -0.492
N: -4.092 -2.212 -0.576
N: 3.051 1.531 -0.343
C: 7.777 0.012 0.570
C: -1.713 0.456 0.753
C: 1.351 -0.360 -0.713
C: 5.478 0.380 1.325
C: -2.856 -1.662 -0.184
C: -2.955 -0.406 0.392
C: 3.665 -1.017 0.231
C: -0.930 0.714 -0.550
C: -5.070 0.857 1.129
C: -1.541 1.930 -1.128
C: 2.815 0.111 -0.512
C: -6.359 -1.461 0.116
C: 5.006 -0.598 0.277
C: -4.400 -0.090 0.423
C: 7.500 -1.234 -0.285
C: -7.042 -0.452 0.793
C: -6.315 0.711 1.157
C: 6.811 0.776 1.450
C: -5.011 -1.260 -0.059
C: 6.068 -1.412 -0.455
H: -8.103 -0.320 0.959
H: -1.850 1.447 1.409
H: -1.361 -0.184 -1.198
H: 5.785 -2.435 -1.068
H: -1.149 -0.227 1.468
H: -1.886 -2.146 -0.463
H: -4.664 1.633 1.782
H: -4.220 -3.394 -0.042
H: -6.903 1.522 1.754
H: -3.168 0.711 -1.569
H: 3.965 1.893 -0.639
H: -7.083 -2.356 -0.076
H: 3.276 0.006 -1.483
H: 0.967 1.760 -0.073
H: 3.459 -2.077 -0.077
H: 2.793 1.834 0.576
H: 8.810 0.527 0.672
H: 4.680 1.036 1.790
H: 8.354 -1.637 -0.969
H: 7.220 1.807 1.962
H: 3.317 -0.656 1.165

Force components x, y, z for each atom (eV/Å):
1.4 -2.1 -2.2
-0.7 -0.2 -1.3
-1.2 4.1 -0.2
-0.3 2.3 1.1
0.0 -3.2 3.1
-0.4 -0.3 0.7
0.2 0.2 0.9
-0.3 -0.3 2.5
1.6 -1.0 1.9
-1.4 0.2 -2.3
1.7 0.7 0.1
-0.3 -0.4 -0.5
-3.1 1.4 0.1
-0.2 -3.7 -1.8
5.9 1.9 0.4
-1.9 0.7 2.3
1.0 -1.2 -3.6
-4.0 -0.9 0.9
7.7 -0.9 1.1
3.4 -2.7 0.1
-1.1 4.8 1.2
1.0 1.6 -1.0
-9.7 0.8 2.8
2.2 -0.7 -2.7
-0.4 -0.8 -0.3
-0.2 -1.2 0.7
-0.1 -1.0 -0.1
-0.3 -2.1 -1.7
1.9 1.6 0.9
0.2 3.0 1.4
-0.1 0.9 -1.1
-1.1 0.2 0.4
0.6 -0.1 -0.9
0.3 4.9 -2.4
0.7 -1.6 -1.2
1.0 3.8 1.2
-0.6 -0.6 0.4
2.3 1.2 -0.2
-0.4 -0.3 -1.1
-1.4 -4.3 -2.3
-0.1 1.4 0.4
0.5 0.5 0.6
-1.5 -1.6 -0.6
0.9 -1.2 -0.2
-1.9 0.5 1.6
-1.3 -3.1 -1.1
-0.7 -1.5 1.9

=====

(3)
DFT (ωB97M-V/def2-TZVPD) results for a single C20H21N3O3 molecule.

* 2S+1: 1
* F_max: 0.7 eV Å⁻¹
* highest occupied orbital energy: -8.914 eV
* total energy: -1164.7401 Ha
* total charge: 0
* gap between HOMO and LUMO: 9.22 eV
* energy relative to the best compared isomer or geometry (same formula, charge and spin): 2.474 eV

Atoms and positions in Å:
O: -0.519 -1.482 -4.195
O: 2.453 -1.967 -0.751
O: -2.014 -1.741 0.345
N: -0.522 -1.408 -1.323
N: 1.145 -1.637 1.057
N: 2.047 0.990 0.140
C: -1.712 -1.335 -3.462
C: 2.912 -0.043 0.632
C: -0.694 -2.168 -5.407
C: 0.530 0.545 1.975
C: 0.386 -1.437 3.346
C: 0.014 1.289 3.035
C: -0.302 0.683 4.234
C: 0.525 3.246 -0.635
C: 0.025 2.204 0.142
C: -0.111 -0.682 4.390
C: 0.939 1.217 0.730
C: 0.208 -2.654 0.597
C: -1.706 4.025 -1.042
C: -1.353 2.072 0.308
C: 2.187 -1.321 0.242
C: -1.387 -0.611 -2.157
C: 0.712 -0.834 2.135
C: -0.916 -1.917 -0.144
C: -2.211 2.980 -0.285
C: -0.337 4.154 -1.218
H: -0.212 -3.196 1.444
H: -3.277 2.870 -0.158
H: -0.891 0.337 -2.386
H: -2.304 -0.424 -1.596
H: 0.537 -2.499 3.469
H: -0.123 2.353 2.906
H: 1.593 3.325 -0.765
H: -1.077 -3.182 -5.239
H: 0.285 -2.222 -5.877
H: -2.150 -2.322 -3.243
H: -0.696 1.271 5.048
H: 3.861 0.022 0.098
H: -0.351 -1.159 5.328
H: 0.393 -1.622 -1.694
H: 3.072 -0.007 1.718
H: -2.380 4.735 -1.499
H: 0.745 -3.333 -0.067
H: 0.056 4.965 -1.813
H: -1.389 -1.636 -6.069
H: -2.447 -0.751 -4.037
H: -1.752 1.246 0.879

Force components x, y, z for each atom (eV/Å):
0.1 0.1 0.3
0.1 -0.1 -0.2
-0.4 0.0 0.2
0.2 0.1 -0.5
-0.1 -0.4 0.2
-0.4 0.6 -0.3
-0.1 0.2 0.2
0.2 -0.3 0.0
0.0 -0.1 -0.1
0.1 -0.4 0.2
0.0 0.0 0.0
0.1 -0.1 0.0
0.0 0.1 0.0
0.0 -0.1 0.1
-0.4 0.4 -0.2
0.0 0.0 -0.1
0.5 -0.2 0.0
-0.3 -0.1 -0.2
-0.1 0.0 0.0
0.2 0.0 0.0
0.6 0.1 0.1
-0.2 -0.1 -0.4
-0.1 0.5 0.2
0.4 -0.3 0.2
-0.1 0.1 0.0
0.0 0.0 -0.1
0.0 0.1 -0.1
-0.1 0.0 0.0
-0.1 0.0 0.0
0.1 0.1 -0.1
0.0 -0.1 0.0
0.0 0.1 0.0
0.1 0.0 0.0
0.0 0.0 0.0
0.0 -0.1 -0.1
0.0 0.1 0.0
0.0 0.1 0.1
-0.1 -0.2 0.2
0.0 0.0 0.1
0.0 -0.1 0.2
0.0 0.0 -0.1
-0.1 0.1 0.0
-0.1 0.1 0.1
0.0 0.1 0.0
0.0 0.0 0.0
0.1 0.0 0.0
0.0 -0.1 0.1

=====

(4)
DFT (ωB97M-V/def2-TZVPD) results for a single C20H21N3O3 molecule at a distorted geometry.

* 2S+1: 1
* F_max: 3.4 eV Å⁻¹
* highest occupied orbital energy: -8.015 eV
* total energy: -1164.7059 Ha
* total charge: 0
* gap between HOMO and LUMO: 8.37 eV
* energy relative to the best compared isomer or geometry (same formula, charge and spin): 3.405 eV

Atoms and positions in Å:
O: -2.228 0.073 -3.418
O: -3.429 0.711 -1.677
O: -0.019 2.873 0.878
N: 2.634 0.327 -0.976
N: -1.419 2.397 -0.756
N: -1.030 -0.605 0.059
C: 0.362 0.290 1.873
C: 2.192 -0.736 -1.756
C: -0.864 -2.076 4.536
C: 1.009 -2.465 -3.580
C: -0.653 -1.379 5.731
C: 1.058 -0.346 -2.465
C: -0.701 1.976 0.352
C: 2.714 -2.045 -1.887
C: 0.408 -1.251 -3.336
C: -0.114 1.918 -2.861
C: -0.048 -0.093 5.664
C: -1.518 2.054 -2.163
C: 1.822 1.404 -1.256
C: -2.325 0.810 -2.438
C: 2.151 -2.873 -2.868
C: 0.864 1.051 -2.184
C: 0.263 0.493 4.471
C: -0.796 0.541 0.890
C: -0.018 -0.224 3.247
C: -0.492 -1.519 3.328
H: -0.696 -0.568 -0.857
H: 3.639 -2.337 -1.435
H: -0.827 -1.852 6.749
H: 0.185 0.447 6.590
H: 0.416 2.894 -2.916
H: 0.884 1.259 1.869
H: 1.094 -0.329 1.343
H: 2.589 -3.835 -2.988
H: 0.523 -3.166 -4.253
H: -1.999 2.988 -2.533
H: -2.038 -0.646 -0.099
H: 0.770 1.426 4.415
H: -0.720 -2.058 2.422
H: -1.732 0.712 1.554
H: -1.222 3.408 -0.780
H: 1.995 2.373 -0.736
H: -0.425 -0.965 -3.997
H: -1.331 -3.094 4.538
H: -4.012 0.011 -2.088
H: -0.285 1.583 -3.933
H: 3.367 0.444 -0.279

Force components x, y, z for each atom (eV/Å):
0.5 1.3 1.6
-0.6 -0.7 0.2
-1.2 -1.5 0.2
-0.5 0.7 -0.1
-0.2 1.7 0.1
-2.5 -0.1 0.7
0.8 1.4 -0.5
0.9 -1.5 0.9
-0.5 -0.9 1.3
-0.2 -0.6 0.5
0.5 0.0 0.6
-0.1 0.3 -0.4
1.9 0.8 -1.0
-0.4 0.5 -1.4
0.6 0.4 -1.1
-0.2 1.0 -1.1
-0.5 -0.8 1.2
1.7 -0.3 0.1
-0.3 0.7 -0.1
-2.1 -0.8 -2.6
-0.1 1.2 1.3
0.3 -0.5 0.7
-0.6 -1.5 -2.3
-1.1 1.0 2.3
1.3 0.5 0.6
-0.9 0.3 -0.1
1.5 0.2 -1.6
0.2 -0.1 0.5
0.0 0.7 -1.5
-0.1 -0.3 -0.3
-0.9 -0.2 0.0
-0.1 -0.3 0.9
-0.3 -0.5 0.3
0.1 -0.6 -0.3
0.2 0.1 -0.1
-0.2 -1.3 -0.5
0.2 -0.4 0.2
0.2 0.7 0.0
0.2 -0.1 -0.2
1.2 -0.6 -0.9
-0.3 -0.6 0.4
-0.2 -0.9 -0.6
0.4 0.0 0.8
0.6 1.0 0.1
1.0 0.9 0.5
0.2 0.3 1.3
-0.3 -0.8 -0.6

=====

(5)
DFT (ωB97M-V/def2-TZVPD) results for a single C20H21N3O4 molecule at a distorted geometry.

* 2S+1: 1
* F_max: 4.0 eV Å⁻¹
* highest occupied orbital energy: -8.018 eV
* total energy: -1239.9544 Ha
* total charge: 0
* gap between HOMO and LUMO: 8.64 eV
* energy relative to the best compared isomer or geometry (same formula, charge and spin): 2.489 eV

Atoms and positions in Å:
O: 0.603 -0.116 2.298
O: -2.494 1.201 4.809
O: -2.147 -1.312 -3.272
O: -0.717 2.485 4.329
N: 1.844 -2.715 -1.298
N: 1.989 2.630 1.077
N: -0.620 1.754 1.743
C: -3.370 -0.160 -1.559
C: 2.222 -0.892 -4.538
C: -2.566 0.154 2.174
C: -1.574 1.728 3.944
C: -1.385 -1.405 -1.047
C: 2.047 -2.025 -0.122
C: -3.468 0.170 -0.169
C: 2.024 -1.852 -2.387
C: -2.551 -0.306 0.760
C: 1.987 -1.994 -3.767
C: 0.442 0.872 1.663
C: 2.598 0.315 0.603
C: 2.307 -0.603 -1.885
C: -1.508 -1.145 0.290
C: 1.495 1.351 0.655
C: -2.330 -0.996 -1.975
C: 2.339 -0.741 -0.397
C: 2.568 0.298 -4.015
C: -1.895 1.515 2.494
C: 2.678 0.467 -2.637
H: 1.523 -2.951 -4.112
H: -0.742 2.384 0.930
H: 1.751 -3.713 -1.378
H: 3.521 0.870 0.378
H: -3.674 0.322 2.423
H: -2.107 -0.645 2.758
H: -2.671 2.296 2.200
H: -2.064 1.368 5.655
H: -0.807 -1.502 1.098
H: 2.772 -0.157 1.591
H: -4.190 0.309 -2.210
H: 2.933 1.159 -4.584
H: -4.328 0.682 0.173
H: 2.022 -1.051 -5.588
H: 2.357 3.142 0.303
H: 1.071 1.492 -0.337
H: 3.056 1.301 -2.125
H: -1.369 -1.883 -3.151
H: -0.383 -1.898 -1.303
H: 1.846 -2.398 0.908
H: 2.679 2.631 1.885

Force components x, y, z for each atom (eV/Å):
-0.3 -1.8 1.9
0.9 -0.2 -0.8
0.6 -0.7 0.0
-0.1 -0.9 0.0
-0.2 -0.5 -1.0
0.6 1.1 1.7
-1.5 0.1 -0.9
-1.4 0.8 0.8
-1.0 -1.9 -1.8
-1.8 0.0 0.7
-0.7 1.5 0.8
2.2 -1.2 0.4
-0.3 0.2 0.9
1.0 -1.4 -1.5
0.0 -0.4 0.3
0.8 0.1 -1.1
-1.7 -2.3 1.1
-1.0 2.7 -1.7
0.9 -0.2 0.0
0.7 -0.1 3.9
-0.5 0.9 2.1
0.6 -0.2 0.8
-0.8 1.7 0.6
0.1 -0.1 -1.2
1.8 3.3 1.3
0.6 -0.2 -1.7
-0.7 -1.1 -1.5
0.9 0.9 -0.4
0.5 -0.6 1.1
0.0 0.1 0.0
-0.1 -0.3 -0.2
1.5 -0.6 0.3
-0.3 0.2 0.4
1.4 -0.6 0.3
-0.3 0.1 0.5
-0.5 0.3 -1.5
-0.3 0.4 -0.4
1.6 -1.2 0.6
-0.5 -0.5 -0.4
-0.7 0.8 0.2
0.3 0.4 -0.3
0.4 0.3 -0.2
-0.3 -0.1 -0.1
0.3 1.4 0.1
-0.1 0.0 -1.2
-1.8 0.4 -0.3
0.3 -0.2 -1.2
-1.3 -0.2 -1.6

=====

(6)
DFT (ωB97M-V/def2-TZVPD) results for a molecular structure, C20H21N4O7SSc.

* 2S+1: 1
* F_max: 0.4 eV Å⁻¹
* highest occupied orbital energy: -7.972 eV
* total energy: -2679.6113 Ha
* total charge: 0
* gap between HOMO and LUMO: 8.34 eV
* energy relative to the best compared isomer or geometry (same formula, charge and spin): 0.099 eV

Atoms and positions in Å:
Sc: 0.029 -0.069 -0.566
S: 2.433 0.932 -1.608
O: 1.059 1.541 -1.454
O: -0.349 1.406 1.126
O: 0.824 2.462 2.674
O: -0.421 -1.127 -2.156
O: 2.181 -0.737 2.664
O: 2.865 0.868 -2.974
O: 0.673 -1.119 1.054
N: 0.178 0.948 4.648
N: 2.306 -0.444 -0.886
N: -2.217 0.343 -0.739
N: -4.203 0.433 -1.651
C: -0.432 0.566 3.380
C: -1.323 -0.895 -5.651
C: -3.138 0.712 0.222
C: 6.282 4.484 1.400
C: 2.937 -0.771 0.387
C: -2.893 0.185 -1.871
C: 3.071 2.777 0.310
C: -3.052 0.114 -4.347
C: -0.615 -1.190 -4.508
C: 3.530 2.008 -0.748
C: 3.967 3.584 0.994
C: -4.375 0.759 -0.324
C: 5.310 3.628 0.636
C: 5.744 2.850 -0.436
C: -1.109 -0.839 -3.242
C: 4.864 2.039 -1.133
C: -2.554 -0.238 -5.583
C: 0.011 1.514 2.290
C: -2.351 -0.183 -3.174
C: 1.882 -0.883 1.490
H: 6.786 3.895 2.170
H: 0.967 2.267 3.639
H: -2.838 0.919 1.233
H: 7.049 4.893 0.743
H: 5.189 1.447 -1.977
H: 5.775 5.312 1.895
H: -4.927 0.335 -2.340
H: -3.099 0.009 -6.483
H: -0.077 -0.410 3.052
H: 6.785 2.888 -0.734
H: -1.523 0.543 3.406
H: -0.913 -1.166 -6.616
H: 0.347 -1.683 -4.546
H: 2.026 2.758 0.581
H: 0.739 0.200 5.033
H: 3.419 -1.751 0.324
H: -0.495 1.249 5.337
H: 3.698 -0.057 0.705
H: 3.612 4.195 1.815
H: -5.336 0.995 0.096
H: -3.987 0.660 -4.291

Force components x, y, z for each atom (eV/Å):
0.3 -0.1 0.0
0.0 -0.1 -0.1
0.0 0.0 -0.2
0.1 0.1 0.0
0.0 0.0 0.0
0.0 0.0 0.0
-0.1 -0.1 0.1
0.0 0.0 0.1
0.0 -0.1 0.1
-0.1 0.1 0.0
-0.2 0.3 0.3
0.0 0.1 0.0
0.0 0.0 0.0
0.1 -0.1 0.1
-0.1 0.0 0.0
0.0 -0.1 0.0
0.0 0.0 0.0
0.0 -0.1 -0.1
0.1 -0.1 -0.1
0.1 0.0 0.0
0.0 0.0 0.0
0.1 -0.1 0.0
0.0 0.0 0.0
0.0 0.0 0.0
0.0 0.1 0.0
0.0 0.0 0.0
0.0 0.0 0.0
0.0 0.0 0.0
-0.1 0.0 0.1
0.1 0.0 0.0
-0.1 0.0 0.0
-0.1 0.0 0.1
0.1 0.0 -0.1
0.0 0.0 0.0
0.0 0.0 0.0
0.0 0.0 0.0
0.0 0.0 0.0
0.0 0.0 0.0
0.0 0.0 0.0
0.0 0.0 0.0
0.0 0.0 0.0
-0.1 0.0 0.0
0.0 0.0 0.0
0.0 0.1 0.0
0.0 0.0 0.0
0.0 0.0 0.0
0.0 0.0 0.0
0.1 0.0 -0.1
0.0 0.0 0.0
0.0 0.0 0.0
0.0 0.0 0.0
0.0 0.0 0.0
0.0 0.0 0.0
0.0 0.0 0.0